# 1
Entry from OMol25: 2 unconnected molecules or ions with the total composition C8H11NO5S in a non-equilibrium geometry (ωB97M-V/def2-TZVPD).

Calculated values
- E_tot: -1140.45861 hartree
- Kohn-Sham gap: 8.27 eV
- ΔE to the lowest compared entry with this formula, charge and spin: 266.8 kJ/mol
- Net charge: 0

```
26
Properties=species:S:1:pos:R:3:forces:R:3
C 2.13343 -1.03332 1.03960 1.326 -0.481 -0.947
C 1.85997 0.59190 -0.75012 0.423 1.371 -1.421
C 0.90937 -1.60865 0.71818 -0.634 0.364 1.012
C 0.67377 -0.00675 -1.17376 1.510 0.265 2.771
C 2.62224 0.01765 0.23015 -0.157 -0.492 1.196
C 0.21410 -1.02934 -0.34952 -0.934 0.365 0.346
C 4.03896 0.45524 0.28510 -0.292 0.581 -1.801
C -3.15984 0.29831 0.59878 4.414 4.256 -1.870
N -1.79207 1.64065 -0.17123 -1.461 -0.187 1.419
O -1.52987 -2.87152 -0.19833 -0.399 0.395 0.587
O -2.06794 -1.00822 -1.72529 0.488 0.147 1.981
O -3.34380 0.91187 1.74911 -0.819 -1.482 0.556
O -4.06710 0.40087 -0.37153 -1.938 0.344 3.754
O -2.37487 -0.80480 0.79222 -0.115 -0.479 -0.693
S -1.48872 -1.46605 -0.45388 -0.634 -1.309 -2.527
H 2.89295 -1.46954 1.71905 -1.045 0.165 -0.068
H 2.35968 1.56150 -1.12346 -1.442 -1.710 -0.240
H 0.37248 -2.37465 1.34399 0.945 0.779 -0.797
H 0.08802 0.40976 -1.90943 -1.269 0.700 -1.487
H 4.25448 1.41750 -0.19895 -0.601 0.492 0.955
H 4.52679 0.32310 1.20327 0.836 -0.222 1.093
H 4.46692 -0.08664 -0.54128 0.843 -1.180 0.167
H -1.85485 1.47349 -1.16470 -0.159 0.105 -0.494
H -2.20738 2.62183 -0.04225 0.468 -1.858 -0.154
H -3.82658 1.70423 1.55569 -0.545 0.859 -0.016
H -3.70012 -0.06842 -1.06139 1.191 -1.789 -3.323
```
Forces are in eV/Å.

***

# 2
Entry from OMol25: a single C8H11NS2 molecule in a non-equilibrium geometry (ωB97M-V/def2-TZVPD).

Calculated values
- E_tot: -1162.37332 hartree
- Kohn-Sham gap (spin up / spin down): 6.80 / 7.66 eV
- ΔE to the lowest compared entry with this formula, charge and spin: 396.8 kJ/mol
- Net charge: 0

```
22
Properties=species:S:1:pos:R:3:forces:R:3
C 2.19170 -1.59261 -0.66747 -0.059 0.082 1.302
C 1.52990 -2.41660 0.14874 0.333 2.068 -0.610
C -2.13080 -0.35155 -0.44130 -1.272 -1.746 0.867
C 1.88192 -0.17199 -0.30594 -0.296 1.402 -1.471
C 0.48507 -1.73742 0.93728 -1.237 0.600 -2.863
C -1.33897 1.79192 -0.79974 -1.911 -0.790 1.128
C -0.54531 2.18453 0.48693 2.365 2.535 -2.487
C 0.68751 -0.31668 0.55069 -1.611 0.850 0.782
N -2.46687 0.90000 -0.42754 2.443 0.295 -0.896
S -2.72346 -1.80570 -0.03405 -0.053 0.982 -0.338
S -0.04297 0.90836 1.60668 0.718 -1.071 -0.607
H 2.99345 -1.72085 -1.34583 0.552 -0.854 -0.558
H 1.56533 -3.40434 0.38237 0.785 -3.033 -0.375
H 2.68192 0.27491 0.29436 0.300 -0.014 -0.009
H 1.80607 0.52126 -1.21750 -0.218 -0.807 1.113
H -0.51380 -2.17354 0.52916 1.206 0.758 1.144
H 0.57746 -1.83071 1.96428 -0.127 -0.712 2.239
H -1.87165 2.57252 -1.30670 0.408 1.304 0.000
H -0.96629 1.17193 -1.59760 1.798 0.322 0.088
H 0.35916 2.85907 0.02911 -1.663 -1.672 1.315
H -1.01210 2.88374 1.20539 -0.507 -0.150 -0.858
H -3.14728 1.45376 0.00867 -1.954 -0.348 1.094
```
Forces are in eV/Å.

***

# 3
Entry from OMol25: a molecular structure, C8H11O5S2Ti in a non-equilibrium geometry (ωB97M-V/def2-TZVPD).

Calculated values
- E_tot: -2332.78359 hartree
- Multiplicity: 2
- Kohn-Sham gap (spin up / spin down): 4.95 / 5.66 eV
- <S²>: 0.765
- Net charge: 0

```
27
Properties=species:S:1:pos:R:3:forces:R:3
Ti -1.02778 0.35601 0.41661 -1.962 4.389 2.051
O -1.33297 -1.79032 3.56308 1.116 0.423 5.307
C -0.99724 -0.98189 2.64081 -4.227 -1.096 -4.983
O -1.76290 -0.02726 2.30769 3.115 -1.746 2.301
C -0.37661 -2.34262 1.34458 -17.585 2.471 -7.070
O -0.82734 -1.37986 0.23824 2.786 -9.717 -0.467
C -1.70533 -2.07350 -0.86507 4.599 -4.562 -1.331
C -2.84527 -1.22797 -0.74491 -10.099 -5.122 -11.533
O -3.97615 -1.33066 -1.56910 5.486 -2.029 2.449
O -2.89340 -0.32239 -0.05721 1.230 8.292 7.778
H -1.36936 -1.25441 4.42956 -0.778 -1.163 -1.143
H -1.29982 -3.42796 0.94261 3.327 3.268 2.280
H 0.38602 -2.36558 1.78105 12.725 -0.804 4.784
H -1.92818 -3.39648 -0.82905 0.499 4.087 0.842
H -0.87375 -2.12306 -1.71660 -2.630 0.881 1.170
C 1.46890 2.28070 -2.75632 4.829 1.138 0.108
C 1.15591 1.85053 -1.34291 -4.281 -1.348 -0.153
S -0.99155 1.37626 -1.43817 3.151 2.138 -1.951
C 1.64064 1.49064 -0.13168 -3.729 -0.005 -3.406
C 2.80043 1.65984 0.50405 10.747 9.083 -0.988
S 0.96922 0.94912 1.39140 -2.929 -0.845 0.997
H 0.72682 2.15039 -3.71895 1.765 0.780 3.149
H 2.42426 1.63692 -2.91532 -1.562 0.764 -0.553
H 2.31409 3.47069 -2.62454 -3.126 -3.073 -0.751
H 3.65995 2.41931 -0.23203 -1.551 -0.964 -0.264
H 3.79514 1.19697 0.46588 -0.821 -0.937 1.318
H 2.86629 3.20658 0.91629 -0.092 -4.302 0.058
```
Forces are in eV/Å.